This record from the Open Molecules 2025 dataset describes 3 unconnected molecules or ions with the total composition C32H78N6O8P4 in a non-equilibrium geometry. The level of theory is ωB97M-V/def2-TZVPD.

Summary:
SMILES: CCOCCCCC[PH](CCC(=O)O)(CC[C@@H](C)CCC=C(C)C)P(=O)(O)O.CN(C)P(=O)(N(C)C)N(C)C.CN(C)P(=O)(N(C)C)N(C)C
E_tot (eV): -96923.483
Multiplicity: 1

Last column: Mulliken charge in e.
Positions of all 128 atoms, in Å:
C1 0.59 -8.55 -0.42  -1.219
C2 0.68 -8.04 -1.86  -0.052
O1 -0.58 -7.58 -2.32  -0.457
C3 -0.44 -6.30 -2.95  -0.055
C4 -1.78 -5.85 -3.52  -1.245
C5 -2.49 -4.79 -2.62  0.394
C6 -2.92 -3.56 -3.43  -0.985
C7 -3.33 -2.36 -2.57  -1.506
P1 -1.95 -1.45 -1.71  0.956
C8 -2.38 -2.32 -0.05  -1.548
C9 -1.60 -1.69 1.14  -0.223
C10 -0.88 -2.81 1.88  0.078
O2 -1.50 -3.62 2.52  -0.538
O3 0.50 -2.87 1.71  -0.299
C11 -0.17 -1.98 -1.62  -1.146
C12 0.41 -2.61 -2.90  -0.467
C13 1.83 -3.16 -2.58  0.971
C14 2.23 -4.04 -3.79  -1.737
C15 2.77 -1.94 -2.56  -0.833
C16 4.11 -2.18 -1.78  -0.883
C17 4.16 -1.27 -0.58  -0.787
C18 3.82 -1.62 0.67  1.158
C19 3.56 -0.54 1.69  -1.414
C20 3.69 -3.08 1.07  -1.469
P2 -1.59 -0.15 -3.57  0.957
O4 -1.84 -0.82 -4.85  -0.707
O5 -0.11 0.54 -3.50  -0.563
O6 -2.64 1.10 -3.45  -0.485
H1 1.59 -8.48 0.02  0.358
H2 -0.09 -7.94 0.17  0.310
H3 0.27 -9.59 -0.36  0.310
H4 1.44 -7.26 -1.89  0.101
H5 1.00 -8.84 -2.53  0.338
H6 -0.06 -5.61 -2.18  0.089
H7 0.34 -6.36 -3.72  0.364
H8 -2.41 -6.74 -3.56  0.477
H9 -1.64 -5.42 -4.51  0.384
H10 -1.73 -4.46 -1.91  -0.622
H11 -3.35 -5.23 -2.11  0.672
H12 -3.81 -3.84 -4.01  0.608
H13 -2.15 -3.33 -4.17  0.395
H14 -3.83 -1.64 -3.22  0.523
H15 -4.08 -2.69 -1.85  0.751
H16 -2.32 -0.23 -1.04  -0.191
H17 -3.44 -2.18 0.19  0.640
H18 -2.18 -3.39 -0.09  0.488
H19 -2.26 -1.20 1.85  0.432
H20 -0.87 -0.95 0.79  0.254
H21 0.90 -2.43 2.47  0.300
H22 -0.03 -2.69 -0.81  0.332
H23 0.39 -1.09 -1.32  0.720
H24 -0.17 -3.46 -3.25  -0.499
H25 0.55 -1.91 -3.71  0.450
H26 1.85 -3.72 -1.65  0.213
H27 2.80 -4.92 -3.50  0.335
H28 1.36 -4.37 -4.35  0.376
H29 2.83 -3.47 -4.50  0.427
H30 2.31 -1.07 -2.08  0.191
H31 2.98 -1.62 -3.58  0.804
H32 4.92 -1.88 -2.44  0.242
H33 4.18 -3.23 -1.51  0.602
H34 4.46 -0.24 -0.71  0.445
H35 3.22 0.36 1.19  0.312
H36 2.75 -0.82 2.37  0.327
H37 4.46 -0.29 2.26  0.339
H38 3.05 -3.58 0.35  0.184
H39 3.22 -3.20 2.05  0.308
H40 4.67 -3.56 1.11  0.428
H41 -0.01 1.01 -2.66  0.335
H42 -2.74 1.35 -2.52  0.307
O7 -3.94 2.01 1.54  -0.902
P3 -5.36 2.34 1.18  0.956
N1 -5.08 3.46 -0.10  0.092
C21 -5.78 4.71 -0.33  -0.920
C22 -4.31 2.97 -1.23  -1.049
N2 -5.82 3.13 2.63  0.138
C23 -6.53 4.39 2.70  -1.101
C24 -4.94 2.99 3.78  -0.996
N3 -7.03 2.07 0.78  -0.062
C25 -7.70 1.14 1.73  -1.099
C26 -7.27 1.51 -0.57  -1.037
H43 -6.87 4.60 -0.41  0.318
H44 -5.46 5.16 -1.27  0.428
H45 -5.56 5.44 0.44  0.235
H46 -4.93 2.38 -1.92  0.433
H47 -3.49 2.34 -0.89  0.054
H48 -3.86 3.79 -1.79  0.472
H49 -5.85 5.25 2.62  0.305
H50 -7.06 4.47 3.65  0.358
H51 -7.30 4.48 1.93  0.326
H52 -4.07 3.65 3.71  0.299
H53 -4.59 1.97 3.88  0.305
H54 -5.49 3.23 4.70  0.316
H55 -7.25 0.14 1.71  0.343
H56 -8.76 1.04 1.47  0.408
H57 -7.66 1.51 2.75  0.316
H58 -6.67 0.62 -0.76  0.360
H59 -7.05 2.25 -1.34  0.255
H60 -8.32 1.25 -0.69  0.396
O8 4.69 2.60 2.82  -0.684
P4 5.02 4.06 2.89  0.670
N4 4.07 4.64 1.57  0.157
C27 4.46 5.62 0.58  -0.903
C28 2.64 4.40 1.64  -1.060
N5 6.68 3.98 2.45  0.200
C29 7.34 4.82 1.48  -1.088
C30 7.30 2.66 2.46  -0.989
N6 5.28 5.64 3.59  -0.046
C31 6.15 5.58 4.80  -1.089
C32 4.05 6.33 4.02  -1.061
H61 4.81 6.57 1.00  0.312
H62 3.63 5.86 -0.08  0.392
H63 5.24 5.23 -0.08  0.229
H64 2.12 5.12 2.29  0.281
H65 2.44 3.40 2.04  0.249
H66 2.18 4.44 0.66  0.434
H67 7.20 4.45 0.46  0.299
H68 8.41 4.86 1.68  0.361
H69 6.99 5.86 1.54  0.323
H70 7.05 2.08 1.57  0.288
H71 7.00 2.09 3.34  0.297
H72 8.39 2.76 2.51  0.325
H73 5.71 4.98 5.60  0.351
H74 6.33 6.59 5.17  0.409
H75 7.13 5.16 4.56  0.312
H76 3.42 5.71 4.66  0.370
H77 3.46 6.66 3.16  0.275
H78 4.30 7.24 4.56  0.388

This record from the Open Molecules 2025 dataset describes a molecular structure, C32H79ClN4O in a non-equilibrium geometry. The level of theory is ωB97M-V/def2-TZVPD.

Summary:
E_tot (eV): -54959.614
Multiplicity: 1

Last column: Mulliken charge in e.
Positions of all 117 atoms, in Å:
C1 203.53 100.64 68.23  -0.589
C2 204.39 99.78 67.36  -2.517
N1 204.25 99.92 65.87  0.947
C3 202.92 99.53 65.37  -0.731
C4 204.60 101.36 65.46  -0.960
C5 205.96 101.86 65.98  -0.966
C6 205.30 99.06 65.17  -0.616
C7 205.18 97.60 65.32  0.300
O1 206.16 97.01 64.63  -0.520
C8 206.44 95.54 64.72  -0.901
H1 202.47 100.45 68.06  -0.364
H2 203.59 101.77 68.10  0.175
H3 203.78 100.49 69.21  -0.024
H4 203.97 98.67 67.55  0.769
H5 205.50 99.72 67.54  0.981
H6 202.25 98.58 65.62  -0.037
H7 202.96 99.37 64.30  0.400
H8 202.09 100.28 65.58  0.442
H9 203.93 102.08 65.67  0.715
H10 204.49 101.72 64.40  0.621
H11 206.85 101.60 65.44  0.355
H12 206.15 101.91 67.17  0.158
H13 206.07 102.80 65.36  0.399
H14 206.56 99.41 65.26  0.218
H15 205.07 99.02 64.24  0.531
H16 204.14 97.28 65.07  0.054
H17 205.44 97.09 66.19  0.165
H18 205.66 94.90 64.81  0.280
H19 207.02 95.57 65.58  0.462
H20 206.83 95.16 63.74  0.285
Cl1 201.86 96.84 67.94  -0.727
C9 204.78 98.71 68.60  -1.018
C10 203.29 98.47 68.82  -1.093
N2 202.61 99.43 69.72  0.767
C11 201.35 99.95 69.36  0.024
C12 200.14 99.05 69.61  -0.399
C13 202.96 99.06 71.18  -0.641
C14 202.96 100.36 72.01  -1.361
H21 204.79 99.84 68.31  1.231
H22 205.24 98.13 67.89  0.460
H23 205.52 98.45 69.50  -0.191
H24 203.04 97.42 69.13  0.945
H25 202.84 98.57 67.78  -0.397
H26 201.37 100.14 68.34  0.452
H27 201.26 100.91 70.16  0.196
H28 199.14 99.27 69.18  -0.523
H29 199.90 98.80 70.64  0.280
H30 200.54 98.24 69.04  -0.271
H31 203.87 98.73 71.21  0.615
H32 202.20 98.35 71.59  0.362
H33 203.27 100.12 72.95  0.552
H34 201.94 100.98 71.93  0.187
H35 203.58 101.07 71.47  0.291
C15 201.22 94.32 65.86  -0.953
C16 200.52 93.67 64.66  -0.750
N3 200.69 92.20 64.71  0.205
C17 200.32 91.42 66.01  0.341
C18 198.80 91.43 66.23  -1.465
C19 200.35 91.58 63.42  -1.189
C20 200.69 90.09 63.25  -1.195
H36 200.68 94.54 66.80  0.347
H37 201.30 95.32 65.64  0.590
H38 202.22 93.86 65.86  0.003
H39 201.01 93.85 63.70  0.353
H40 199.46 93.89 64.72  0.369
H41 200.90 92.00 66.79  -0.596
H42 200.64 90.36 66.04  0.321
H43 198.57 91.03 67.25  0.358
H44 198.27 90.86 65.62  0.473
H45 198.38 92.36 66.16  0.370
H46 200.70 92.01 62.67  0.908
H47 199.32 91.71 63.15  0.489
H48 200.73 89.76 62.20  0.411
H49 200.08 89.41 64.11  0.122
H50 201.66 89.96 63.52  0.398
C21 198.33 98.39 66.92  -0.368
C22 197.35 99.04 67.89  -0.781
N4 196.20 99.54 67.12  0.064
C23 195.34 98.59 66.34  -0.827
C24 194.74 97.50 67.29  -1.168
C25 195.26 100.37 67.92  -0.412
C26 195.94 101.72 68.45  -2.068
H51 199.37 98.25 67.30  0.046
H52 198.52 99.13 66.06  0.200
H53 197.88 97.49 66.31  0.097
H54 197.91 99.78 68.36  0.701
H55 197.27 98.28 68.64  0.313
H56 195.85 97.90 65.62  0.250
H57 194.83 99.15 65.72  0.655
H58 194.23 97.81 68.09  0.463
H59 195.50 96.93 67.89  0.260
H60 194.04 96.87 66.72  0.380
H61 194.98 99.82 68.77  0.344
H62 194.38 100.72 67.40  0.470
H63 196.68 101.63 68.99  0.631
H64 195.22 102.32 68.89  0.493
H65 196.27 102.33 67.72  0.550
C27 204.82 94.71 67.56  -1.027
C28 203.81 94.07 68.62  -0.909
C29 203.67 92.51 68.42  -0.452
C30 202.74 91.81 69.29  -0.705
C31 202.70 90.23 69.20  -0.423
C32 201.56 89.49 69.84  -1.192
H66 205.06 95.69 68.05  -0.076
H67 204.54 94.56 66.65  0.587
H68 205.79 94.21 67.61  0.472
H69 202.96 94.61 68.63  0.351
H70 204.33 94.24 69.51  0.806
H71 204.82 92.11 68.49  0.262
H72 203.59 92.41 67.21  0.158
H73 201.71 91.93 68.94  0.052
H74 203.16 92.02 70.20  0.606
H75 203.72 89.89 69.46  0.373
H76 202.67 90.14 68.09  0.210
H77 200.61 89.65 69.32  0.186
H78 201.56 89.79 70.87  0.336
H79 201.56 88.44 69.70  0.410

| no. | frontier orbital gap (eV) |
| --- | --- |
| 1 | 8.0 |
| 2 | 6.3 |